# C83H94As3N6O10SeTi

A structure of composition C83H94As3N6O10SeTi at a distorted geometry (ωB97M-V/def2-TZVPD, the OMol25 dataset).

## Properties
HOMO (alpha / beta): -3.495 / -3.500 eV
Orbital gap (alpha / beta): 4.146 / 4.149 eV
Charge: -1

Last column: Mulliken charge in e.
Cartesian coordinates (Å):
Se (1.83, -2.35, -0.40)  0.43
As (-6.23, -1.16, 0.53)  -0.16
As (1.51, 0.84, -2.38)  1.95
As (-2.56, -1.66, -0.24)  3.19
Ti (0.89, 0.49, 0.86)  -1.91
O (-5.01, -0.18, 4.66)  -0.47
O (-5.33, 0.97, -0.85)  -0.30
O (-3.25, 1.45, -0.11)  -0.17
O (-7.04, -2.40, -2.79)  -0.42
O (1.93, 0.65, -0.77)  1.16
O (-6.31, -0.36, 2.95)  -0.79
O (-6.96, -3.94, -1.23)  -0.61
O (-3.31, -2.81, -3.50)  -0.53
O (-2.59, 3.99, -3.79)  -0.71
O (-3.82, -4.60, -2.36)  -0.40
N (2.02, 2.34, 1.25)  0.71
N (2.50, -0.30, 1.96)  1.16
N (-0.38, -0.82, 2.17)  1.11
N (-0.59, 0.38, -0.58)  1.33
N (-4.03, 2.46, -4.59)  -0.16
N (-0.88, 1.91, 1.80)  0.87
C (4.40, -5.05, -2.25)  -1.52
C (2.56, 6.01, 0.77)  -1.12
C (3.81, 3.75, 0.89)  1.18
C (-2.95, 2.82, -3.82)  -0.47
C (6.73, -4.95, -3.23)  -1.53
C (6.18, -0.82, 2.48)  -1.12
C (-3.94, 0.24, 5.47)  -0.48
C (5.02, 0.12, -4.71)  -0.64
C (2.98, 0.04, -3.44)  1.31
C (5.57, -4.34, -2.49)  0.69
C (1.76, 2.74, -2.76)  1.50
C (-4.57, -0.22, 0.99)  0.27
C (-2.92, 2.83, 2.33)  1.05
C (3.91, -1.95, 2.76)  1.18
C (-5.29, 3.54, 1.74)  -1.80
C (-3.74, -3.26, -2.47)  -0.83
C (-2.32, 1.77, -3.00)  1.55
C (-1.67, -3.42, -0.13)  -1.60
C (1.13, 4.86, -3.71)  -0.85
C (-0.22, -4.20, 5.05)  -1.33
C (4.29, -4.34, 2.20)  -0.70
C (3.13, 4.69, -2.40)  -0.84
C (3.80, 0.11, 1.86)  -0.02
C (3.32, -4.47, -1.62)  0.67
C (-2.63, 0.29, 2.61)  1.19
C (0.89, 3.51, -3.52)  -0.83
C (-4.12, -2.39, -1.33)  0.95
C (4.77, -1.00, -0.97)  -0.99
C (-1.06, -0.74, -1.31)  -0.64
C (0.00, 0.13, -3.38)  -0.04
C (5.23, 4.15, 0.64)  -1.12
C (2.55, -1.56, 2.49)  -0.89
C (-4.29, -5.26, -1.20)  -0.17
C (-4.33, 2.99, 2.81)  -0.13
C (2.88, 3.34, -2.20)  -0.81
C (-2.94, -0.09, -4.59)  -2.61
C (4.58, -2.41, -1.42)  1.17
C (1.47, -2.37, 2.74)  -1.14
C (2.68, 4.52, 0.90)  1.14
C (-4.09, -0.03, 2.30)  0.11
C (-0.74, -4.27, 3.61)  -1.55
C (-5.12, -0.19, 3.29)  0.84
C (0.27, 4.05, 1.31)  -1.00
C (-5.38, 2.17, -1.61)  -1.05
C (-2.09, 3.87, 1.99)  0.34
C (-2.14, 1.64, 2.17)  -0.97
C (2.52, 6.69, 2.14)  -1.22
C (3.40, -3.13, -1.20)  1.18
C (2.07, -5.27, -1.39)  -1.89
C (-0.81, 0.54, -5.72)  -1.54
C (4.23, 1.34, 1.39)  -1.24
C (2.85, -1.31, -3.76)  -0.44
C (0.13, -2.03, 2.60)  -0.20
C (-0.91, -2.90, 3.02)  0.25
C (6.62, -0.37, 3.87)  -1.57
C (-5.39, -2.18, -1.00)  0.23
C (0.10, 0.61, -4.68)  0.35
C (-1.72, -0.90, 2.36)  -1.55
C (-1.49, 2.25, -2.03)  -0.60
C (-6.42, -2.86, 1.53)  -1.27
C (-3.42, -2.85, 3.04)  1.08
C (4.88, -1.23, -5.02)  -0.94
C (2.25, 5.45, -3.15)  -1.10
C (-1.23, -0.49, -2.81)  -1.94
C (-6.49, -2.92, -1.68)  -0.39
C (5.64, -3.03, -2.05)  -0.70
C (4.07, 0.75, -3.93)  -0.53
C (3.80, -1.94, -4.54)  -0.52
C (-2.14, 5.97, 3.38)  -1.35
C (-2.14, 0.05, -5.67)  -0.72
C (-3.80, -3.16, 4.50)  -1.99
C (-2.08, -2.20, 2.86)  1.43
C (3.37, 2.40, 1.14)  0.04
C (-2.53, 0.30, -3.20)  2.96
C (-4.26, 0.79, -0.01)  0.20
C (1.58, 3.63, 1.13)  -0.19
C (4.70, -0.91, 2.36)  0.58
C (-0.83, 3.29, 1.67)  -0.44
C (-0.70, 1.62, -1.04)  -0.51
C (-2.39, 5.33, 2.01)  -1.21
C (6.06, 4.28, 1.91)  -1.31
C (4.32, -3.27, 3.30)  -1.32
C (-6.47, -1.23, -3.35)  -0.27
H (6.05, 3.35, 2.48)  0.15
H (-6.25, 2.75, -1.27)  0.40
H (-3.31, -0.03, -2.50)  -0.84
H (7.09, 4.52, 1.66)  0.45
H (-1.10, 5.81, 3.69)  0.22
H (5.62, -1.72, -5.64)  0.38
H (-3.88, -0.61, -4.69)  0.55
H (-3.63, -6.11, -1.02)  0.28
H (0.11, 5.11, 1.23)  0.24
H (3.42, 6.46, 2.70)  0.25
H (-2.23, -4.11, 0.49)  0.23
H (3.31, -4.35, 1.72)  0.02
H (2.20, -6.30, -1.70)  0.49
H (-6.66, -2.67, 2.57)  0.46
H (-4.30, -4.60, -0.33)  -0.18
H (5.70, 3.42, -0.03)  0.36
H (1.79, -5.23, -0.34)  0.14
H (-4.52, -2.43, 4.87)  0.47
H (4.33, -6.08, -2.58)  0.26
H (-1.71, -4.77, 3.62)  0.47
H (1.99, -1.86, -3.38)  0.15
H (-4.08, 1.48, -4.85)  0.32
H (4.02, 5.14, -1.98)  0.51
H (-4.71, 2.03, 3.14)  -0.75
H (6.97, -4.36, -4.11)  0.29
H (3.82, -0.48, -0.86)  -1.25
H (0.71, -3.65, 5.10)  0.23
H (-4.87, 3.43, 0.75)  0.21
H (0.01, 3.05, -3.95)  -0.03
H (5.28, 1.52, 1.30)  0.50
H (-3.44, 5.49, 1.74)  0.33
H (4.18, 1.81, -3.70)  0.37
H (2.44, 6.50, -3.31)  0.43
H (5.67, 5.07, 2.55)  0.28
H (6.61, -1.80, 2.27)  0.57
H (1.67, 6.35, 2.71)  0.13
H (-3.37, -3.80, 2.49)  1.11
H (3.65, -3.57, 4.11)  0.38
H (4.50, -5.32, 2.61)  0.52
H (-2.79, 5.53, 4.13)  0.31
H (-5.51, 4.59, 1.90)  0.43
H (-2.93, -3.15, 5.15)  0.09
H (-1.37, -1.48, -3.28)  1.36
H (-5.31, -5.61, -1.38)  0.32
H (-1.78, 5.84, 1.26)  0.52
H (-7.26, -3.39, 1.08)  0.52
H (-0.46, 0.84, -6.70)  0.41
H (-2.33, 7.04, 3.33)  0.44
H (-4.27, -4.14, 4.56)  0.44
H (-0.68, -3.28, 0.32)  -0.09
H (-1.53, -3.86, -1.12)  0.75
H (5.24, 5.12, 0.12)  0.51
H (-3.08, -0.43, 5.43)  0.12
H (-5.55, -3.50, 1.45)  0.25
H (7.62, -4.98, -2.59)  0.30
H (1.67, -3.35, 3.15)  0.77
H (6.22, 0.62, 4.10)  0.26
H (3.70, -2.99, -4.77)  0.46
H (1.64, 6.25, 0.22)  0.39
H (6.59, -0.12, 1.74)  0.41
H (-4.47, 2.75, -1.47)  0.34
H (3.55, 2.74, -1.59)  0.38
H (-0.06, -4.86, 3.00)  0.41
H (1.25, -4.83, -1.95)  0.20
H (-5.49, 1.93, -2.66)  0.24
H (5.27, -1.00, 0.00)  0.05
H (1.08, 1.03, -4.94)  0.39
H (-1.44, 3.33, -1.98)  0.67
H (5.40, -0.45, -1.68)  0.73
H (5.86, 0.67, -5.10)  0.45
H (2.45, 7.78, 2.03)  0.43
H (6.25, -1.06, 4.62)  0.32
H (-0.30, -1.53, -1.21)  -1.39
H (6.55, -2.46, -2.21)  0.43
H (6.50, -5.97, -3.54)  0.39
H (-0.06, -5.20, 5.45)  0.44
H (5.33, -3.20, 3.71)  0.33
H (-4.19, -2.24, 2.58)  -2.03
H (0.42, 5.44, -4.28)  0.48
H (-0.11, 2.34, -0.46)  -0.42
H (-4.34, 0.23, 6.49)  0.29
H (5.02, -4.11, 1.43)  0.17
H (-0.93, -3.68, 5.69)  0.30
H (3.40, 6.40, 0.20)  0.48
H (-6.40, -0.44, -2.61)  0.05
H (7.70, -0.32, 3.94)  0.45
H (-5.48, -1.45, -3.76)  0.03
H (-4.33, 3.66, 3.67)  0.91
H (-4.29, 3.13, -5.29)  0.28
H (-3.63, 1.27, 5.23)  0.24
H (-2.58, 0.38, 3.70)  0.49
H (-7.15, -0.94, -4.16)  0.46
H (-6.24, 2.99, 1.77)  0.59
H (-2.57, -0.21, -6.64)  0.38